1.
This record from the OMol25 dataset describes a structure of composition C28H60BrCaCl2F2KN4O4. The level of theory is ωB97M-V/def2-TZVPD.

Geometry (Å):
C 1.92622 0.92515 0.83586
C 3.38923 0.54739 0.68641
C 3.58299 -0.61152 -0.28211
C 3.04240 -1.95514 0.18663
C 3.81685 -2.65919 1.28483
N 3.07005 -2.87798 2.51096
C 2.20298 -1.76810 2.94394
C 0.72707 -2.02391 2.58869
C 4.11583 -4.08715 0.71678
C 3.54987 -4.05745 -0.66966
C 3.65331 -5.27127 -1.51711
N 2.99786 -2.90438 -0.96236
C 2.36435 -2.61971 -2.23196
C 0.83827 -2.70418 -2.18082
F 0.35292 -2.01771 -1.08185
H 1.31832 0.04257 1.10919
H 1.76010 1.77942 1.51441
H 1.56677 1.25934 -0.14297
H 3.88293 1.40395 0.22759
H 3.85978 0.39160 1.65407
H 4.66093 -0.71843 -0.43177
H 3.16340 -0.32491 -1.24406
H 2.00079 -1.80660 0.46498
H 4.81517 -2.20268 1.33002
H 3.69981 -3.06405 3.29145
H 2.28035 -1.78083 4.06333
H 2.55635 -0.79408 2.59349
H 0.33229 -1.25991 1.89178
H 0.64963 -2.97021 2.05190
H 0.12814 -2.09155 3.49194
H 5.13788 -4.46130 0.78709
H 3.39243 -4.70991 1.22519
H 3.49169 -6.15356 -0.89306
H 4.65096 -5.33532 -1.96120
H 2.93787 -5.32237 -2.33385
H 2.69551 -3.31416 -2.99997
H 2.62347 -1.62954 -2.59821
H 0.51530 -3.74338 -2.14413
H 0.44887 -2.23416 -3.08172
Cl 1.48619 4.47415 -0.15369
C 1.43883 4.92465 -1.88623
C 1.40901 3.70746 -2.76763
Cl 2.93683 2.76651 -2.70523
H 2.29928 5.55830 -2.07941
H 0.53353 5.51468 -2.04849
H 1.25962 4.00882 -3.80202
H 0.60372 3.03586 -2.48152
O -0.01068 -2.55811 5.72160
H -0.60482 -3.25667 6.01056
H 0.42016 -2.24160 6.52148
C -2.31091 5.39844 -0.33324
C -2.96758 6.01031 -1.58097
C -4.49313 5.97343 -1.43691
C -5.06633 6.96058 -0.41386
C -4.19206 8.21487 -0.24188
C -3.27666 8.52823 -1.43060
N -2.43046 7.36721 -1.68402
O -1.54669 7.53596 -2.67796
C -2.37526 9.68693 -1.00720
C -4.10330 8.97582 -2.64297
C -2.60919 5.13183 -2.77258
H -1.23270 5.41778 -0.47806
H -2.62491 4.35234 -0.18550
H -2.53803 5.94086 0.58460
H -4.93989 6.17816 -2.41211
H -4.80766 4.95674 -1.18422
H -6.07195 7.24535 -0.72929
H -5.18825 6.47282 0.55585
H -4.82761 9.07720 -0.03179
H -3.56441 8.09113 0.64538
H -1.72244 9.38220 -0.18812
H -2.98107 10.53059 -0.66751
H -1.75392 10.02404 -1.83494
H -4.69315 9.85843 -2.38457
H -4.79439 8.20662 -2.98917
H -3.44743 9.23930 -3.47213
H -2.99728 4.12313 -2.60231
H -1.53175 5.06107 -2.91298
H -3.04524 5.51475 -3.69435
C -2.48977 -0.51405 2.66764
C -2.34004 0.79308 3.49439
O -1.04752 0.85970 3.97452
H -2.30404 -1.39883 3.27152
H -3.49334 -0.59778 2.24658
H -1.79367 -0.54772 1.80862
H -3.14862 0.77561 4.23235
H -2.66345 1.62540 2.81307
K 3.22503 -6.57804 1.47303
F 2.75376 -2.71596 5.44141
Ca -0.36027 0.83154 2.02754
C 0.58950 -9.93808 0.71511
O 1.18541 -10.07055 1.78942
N 0.01776 -10.88809 0.00292
C -0.64946 -10.61702 -1.27768
C 0.04068 -12.26389 0.48044
H 0.49948 -8.94563 0.22642
H -1.68934 -10.90813 -1.20934
H -0.18944 -11.19267 -2.08402
H -0.58599 -9.54537 -1.49336
H -0.45127 -12.33024 1.45120
H 1.07055 -12.60194 0.59707
H -0.47436 -12.88966 -0.24529
Br -1.53855 -12.60662 -3.22325

Summary:
E_LUMO, eV: -3.19
HOMO level, eV: -4.385
Calculated total energy, hartree: -6594.13752
Net charge: 0

Atom charges from the Löwdin analysis, given in e for atoms 1 to 99: C -0.188; C -0.208; C -0.127; C -0.193; C -0.241; N -0.001; C -0.243; C -0.073; C -0.120; C -0.220; C 0.001; N 0.029; C -0.091; C -0.143; F -0.041; H -0.020; H 0.072; H 0.076; H 0.116; H 0.119; H 0.135; H 0.098; H 0.115; H 0.158; H 0.114; H 0.076; H 0.083; H -0.024; H 0.088; H 0.057; H 0.142; H -0.024; H 0.036; H 0.118; H 0.093; H 0.131; H 0.124; H 0.126; H 0.130; Cl 0.544; C -0.616; C -0.648; Cl 0.526; H 0.078; H 0.056; H 0.082; H 0.059; O -0.073; H 0.031; H 0.038; C -0.036; C -0.521; C -0.151; C -0.171; C -0.144; C -0.534; N -0.180; O -0.179; C -0.046; C -0.022; C -0.050; H 0.038; H 0.068; H 0.078; H 0.103; H 0.113; H 0.105; H 0.102; H 0.115; H 0.107; H 0.083; H 0.081; H 0.077; H 0.083; H 0.071; H 0.079; H 0.080; H 0.051; H 0.089; C -0.127; C -0.485; O -0.436; H 0.091; H 0.091; H -0.007; H 0.121; H 0.099; K 1.004; F -0.670; Ca 1.430; C -0.405; O -0.057; N -0.177; C -0.207; C -0.026; H 0.110; H 0.020; H -0.084; H 0.070


2.
This record from the OMol25 dataset describes a cluster of 14 separate species, C28H61N14O23 in total. The level of theory is ωB97M-V/def2-TZVPD.

Geometry (Å):
C 0.30702 2.60313 -1.64190
C 0.36502 1.13613 -1.07690
C 1.94102 0.54713 -1.32690
C 2.36002 -0.72687 -0.40190
C 2.01002 -0.33187 1.08310
C 0.49002 0.01113 1.11110
N 0.09202 1.10613 0.35410
O -0.70298 2.08513 0.73010
C 0.18402 0.47613 2.61510
C -0.53398 -1.26387 1.04010
C -0.62498 0.22313 -1.86790
H -0.74998 3.20413 -1.48190
H 0.41502 2.73213 -2.76390
H 0.98802 3.28213 -1.06490
H 2.54102 1.52113 -1.22890
H 2.11302 0.03813 -2.38790
H 3.45902 -0.68587 -0.33190
H 1.92702 -1.63587 -0.72690
H 2.60502 0.29813 1.51310
H 2.07102 -1.25887 1.60910
H -1.02798 0.35213 2.83210
H 0.34602 1.36713 2.98810
H 0.53402 -0.21987 3.39110
H -0.52598 -1.94987 1.99010
H -0.40598 -1.91587 0.20610
H -1.42298 -0.76887 1.03910
H -0.54098 -0.71887 -1.62690
H -0.47798 0.48513 -2.98390
H -1.73498 0.45113 -1.59890
N 2.35302 -5.56787 3.09810
C 3.57502 -5.56187 2.48510
C 3.43302 -4.57287 1.21810
C 1.90802 -4.33587 1.31810
C 1.26302 -4.96587 2.57310
H 2.09802 -5.93587 4.05310
H 4.50602 -5.95687 2.83610
H 4.13202 -4.40087 0.45510
H 1.46702 -3.77587 0.61510
H 0.26702 -5.06087 2.91710
N 3.26702 -2.43887 3.61810
C 4.33002 -1.61087 3.54410
C 3.97802 -0.43287 4.54810
C 2.56302 -0.66987 5.11010
C 2.15402 -2.00087 4.43910
H 3.16302 -3.23887 3.02710
H 5.25802 -1.52787 2.90810
H 4.56302 0.59113 4.54710
H 1.79202 -0.25487 5.79510
H 1.16102 -2.50187 4.59110
C -2.56798 5.07513 0.90810
N -3.83498 4.52813 1.41110
O -3.88898 4.64013 2.64210
O -4.40598 3.83813 0.67510
H -2.42998 4.80513 -0.13290
H -1.78998 5.09713 1.40210
H -2.52898 6.05413 0.66210
C -0.36598 -2.36087 -6.07790
N 0.07802 -0.98187 -5.84690
O 1.06702 -0.55687 -6.24590
O -0.77298 -0.20287 -5.24490
H 0.66002 -2.89087 -6.57890
H -1.18898 -2.23987 -6.74490
H -0.63598 -2.68387 -5.08190
C -4.57198 -4.65387 1.91210
N -3.50198 -3.65887 1.99510
O -3.84498 -2.54187 1.59610
O -2.66498 -3.82787 2.81510
H -5.65898 -4.26887 2.30610
H -3.99198 -5.56087 2.25710
H -4.66698 -4.51987 0.81710
C -0.05798 -5.51687 -1.83290
N -0.76198 -4.29287 -1.13690
O -1.32098 -4.52787 -0.08490
O -1.12498 -3.46487 -1.97690
H 0.48302 -5.39987 -2.77190
H -0.82898 -6.20887 -2.24890
H 0.83902 -5.79687 -1.07490
C 1.12802 2.67013 -5.50090
N 2.32002 3.51013 -5.03590
O 2.47602 3.49413 -3.80190
O 3.00502 3.94813 -5.87090
H 1.23302 2.51713 -6.51290
H 0.26502 3.36613 -5.46690
H 1.04502 1.86313 -4.95690
C 1.77702 7.21013 -2.55690
N 0.90402 6.76413 -1.52790
O 1.31902 5.91213 -0.63090
O -0.35298 6.69413 -1.79690
H 1.96502 8.27313 -2.43190
H 1.36802 7.29513 -3.59490
H 2.76402 6.86313 -2.57090
C 2.45002 5.00613 2.51710
N 2.91702 3.73313 1.84910
O 2.17902 3.29113 1.01110
O 4.07002 3.56613 2.01910
H 1.55302 5.52913 2.05610
H 3.53202 5.50313 2.51110
H 2.11602 4.60613 3.57310
C -2.07898 4.34913 5.18810
N -1.21698 3.31913 4.56410
O -0.88798 2.35813 5.21910
O -0.67698 3.63113 3.41910
H -3.02698 3.94513 5.34710
H -2.33098 5.36613 4.67010
H -1.51798 4.65813 6.24310
C -4.02998 -1.89387 -2.07090
N -5.46498 -1.96787 -1.89990
O -6.17498 -2.07787 -2.87790
O -6.01598 -1.82787 -0.72590
H -3.79198 -0.99087 -2.18590
H -3.85498 -2.67587 -2.74490
H -3.53898 -2.03787 -1.07590
C 3.81002 -3.39887 -3.38890
N 2.38702 -3.25487 -3.71990
O 2.00202 -3.90587 -4.77890
O 1.71402 -2.73987 -2.88590
H 4.07802 -3.12687 -4.39590
H 3.78002 -4.38887 -3.02890
H 4.27802 -2.89887 -2.64890
C -5.78698 0.42413 1.43310
N -4.44498 0.86113 0.93710
O -4.24898 0.86613 -0.21390
O -3.58798 0.83413 1.89110
H -6.43898 0.60813 0.68210
H -6.12198 0.89413 2.28410
H -5.79498 -0.64687 1.47910

Summary:
E_LUMO, eV: -4.91
HOMO level, eV: -9.505
Calculated total energy, hartree: -3598.52126
Net charge: +1

Atom charges from the Löwdin analysis, given in e for atoms 1 to 99: C -0.040; C -0.379; C -0.029; C -0.124; C -0.076; C -0.353; N 0.025; O 0.170; C -0.011; C 0.047; C 0.016; H 0.133; H 0.073; H 0.060; H 0.123; H 0.134; H 0.117; H 0.055; H 0.057; H 0.089; H 0.148; H -0.015; H 0.061; H 0.138; H 0.038; H 0.026; H -0.015; H 0.108; H 0.123; N -0.075; C -0.060; C 0.001; C -0.083; C -0.065; H 0.187; H 0.089; H 0.039; H -0.014; H 0.093; N -0.052; C -0.118; C -0.079; C -0.077; C -0.111; H 0.035; H 0.112; H 0.092; H 0.079; H 0.096; C 0.049; N -0.402; O 0.046; O 0.124; H 0.110; H 0.000; H 0.076; C 0.042; N -0.443; O 0.119; O -0.029; H 0.171; H 0.091; H 0.083; C 0.029; N -0.479; O 0.018; O 0.072; H 0.176; H 0.119; H 0.091; C 0.049; N -0.390; O 0.055; O 0.023; H 0.053; H 0.110; H 0.135; C 0.069; N -0.428; O 0.017; O 0.123; H 0.070; H 0.127; H 0.002; C 0.002; N -0.315; O -0.001; O 0.021; H 0.106; H 0.132; H 0.087; C 0.030; N -0.475; O 0.044; O 0.081; H 0.093; H 0.141; H 0.122; C 0.005